Entry 1:
ORCA calculation (the ωB97M-V functional and the def2-TZVPD basis) on the molecule C8H14N2 at a distorted geometry.

The HOMO-LUMO gap (spin up / spin down) is 6.2 / 6.2 eV. For the calculated total energy, the calculation gives -11496.6667 eV. The calculation puts the LUMO energy (spin up / spin down) at 0.040 / -0.071 Eh. The energy relative to the best compared isomer or geometry (same formula, charge and spin) comes out at 0.0 kcal/mol. As for the multiplicity: 3.

CARTESIAN COORDINATES (ANGSTROEM)
C  2.49240  -0.33811  0.74076
C  -1.29878  -0.35836  -0.12170
N  -2.08804  0.79179  -0.73377
H  0.87315  2.18782  -0.15128
H  -3.91036  0.07638  0.15437
C  0.18894  1.40826  -0.58933
H  -2.83362  -1.85484  -0.19070
C  -1.76245  -1.58287  -0.08030
H  -1.10421  -2.34314  0.31156
C  3.44439  -1.18014  -0.13853
H  4.51445  -1.01194  0.13236
C  0.06600  0.03365  0.07331
H  2.72518  0.71620  0.45699
H  0.86387  -1.83998  0.68399
H  -1.27227  2.46813  0.23226
H  3.12918  -1.24807  -1.17054
C  1.07582  -0.70617  0.54676
N  -1.12842  1.94191  -0.61450
H  -3.20096  1.71547  0.79612
H  0.54644  1.00175  -1.59447
H  2.72478  -0.38245  1.74109
H  -3.97553  1.69664  -0.66958
H  3.32575  -2.20512  0.31636
C  -3.39569  1.01321  -0.13122

Entry 2:
ORCA calculation (the ωB97M-V functional and the def2-TZVPD basis) on a structure of composition C35H31BrN7O2PtSe.

As for the total charge: +1. The HOMO-LUMO gap is 6.5 eV. For the calculated total energy, the calculation gives -189952.1274 eV. The calculation puts the LUMO energy at -0.131 Eh. The energy relative to the best compared isomer or geometry (same formula, charge and spin) comes out at 41.5 kcal/mol. As for the multiplicity: 1.

CARTESIAN COORDINATES (ANGSTROEM)
C  -1.20905  5.31254  -2.63201
H  -2.51497  -6.86656  -2.82252
C  -0.06408  -4.59619  -2.33650
C  -1.76073  -0.75913  4.30096
N  3.70074  1.07667  2.08017
C  -0.41934  -4.10911  -1.07800
H  -4.29014  2.42858  3.38616
O  -1.97767  -4.28060  0.78417
H  -3.74572  2.45387  -2.11597
C  4.86795  3.27196  2.60560
H  0.60879  5.95885  0.54271
Pt  0.45826  -0.46621  0.60216
C  -1.25884  1.55487  -2.34530
C  -1.55116  -4.64905  -0.45357
C  -3.23550  2.51713  3.14883
C  4.44534  1.97346  2.83942
H  -0.50131  -5.93622  -3.94742
N  -0.41352  3.42954  3.17801
N  -0.77281  -0.12105  2.24258
H  3.35524  1.19987  1.14358
C  5.90098  3.20280  4.80483
C  -2.55620  0.37452  4.28674
H  -3.25215  0.56421  5.09421
H  -1.82201  -1.47480  5.10802
C  -1.05154  5.02723  1.54522
H  1.21158  -3.60470  0.26192
H  -0.50230  6.11015  -2.82087
C  4.73419  1.30837  4.02529
N  4.14958  0.04386  3.93541
C  -1.37219  4.05955  2.48843
H  4.62771  3.79438  1.68967
C  5.60235  3.87335  3.61473
C  -3.03164  3.25892  -2.24228
C  -2.43928  1.27831  3.23925
H  -3.16631  -6.02539  -0.58375
H  3.94003  -0.53694  5.92519
Se  2.58807  -1.53983  2.11262
C  -0.22323  0.99152  -1.73027
N  1.25470  4.60032  1.95175
H  -1.82020  5.55953  1.00315
Br  0.88989  1.95061  -0.47217
C  0.29158  5.24675  1.29647
C  -2.29490  -5.63643  -1.09321
C  -2.55831  5.60190  -2.47956
H  -3.49465  4.51236  2.63405
H  3.53772  -1.77414  4.71164
C  5.47282  1.90560  5.03425
C  -1.67381  2.96283  -2.36770
H  2.28620  -2.49894  -1.15560
H  -2.90239  6.62627  -2.53593
C  -0.80104  -5.57858  -2.97209
C  -0.86738  -0.97327  3.27196
N  1.18288  -0.93336  -1.27250
C  0.48385  -3.10009  -0.38781
C  -3.46927  4.57294  -2.28008
H  1.60597  3.25089  3.46804
H  -0.63471  -1.08430  -2.28038
H  0.28455  3.78245  -2.71926
O  -0.32415  -2.24257  0.38403
H  6.47960  3.71018  5.56426
C  -2.77937  3.70757  2.76241
H  -4.52382  4.79249  -2.18006
C  -1.55499  0.96111  2.21868
H  5.23785  -1.36803  5.03260
H  -1.88559  0.85837  -2.89786
C  -0.76515  4.00145  -2.56685
H  5.70605  1.38816  5.95453
C  3.52365  -0.08156  2.75207
H  0.80765  -4.18231  -2.82479
N  1.31320  -2.33277  -1.38383
C  0.83811  3.74589  2.88454
C  4.22474  -0.97336  4.96935
H  -1.46500  1.60377  1.35305
H  -0.20444  -1.82664  3.23852
H  5.95355  4.88694  3.47934
C  0.05966  -0.44290  -1.73967
C  -1.92398  -6.09865  -2.34062
H  -1.50889  -3.46410  1.02383

Entry 3:
ORCA calculation (the ωB97M-V functional and the def2-TZVPD basis) on the molecule C4H10N2O.

The HOMO-LUMO gap is 9.9 eV. For the calculated total energy, the calculation gives -9337.7558 eV. The calculation puts the LUMO energy at 0.031 Eh. As for the SMILES: CN(C)C(=O)CN. The energy relative to the best compared isomer or geometry (same formula, charge and spin) comes out at 28.4 kcal/mol. As for the multiplicity: 1.

CARTESIAN COORDINATES (ANGSTROEM)
C  1.00862  0.06775  1.38617
O  0.17055  -2.05322  0.77661
H  -0.90545  1.11469  -1.94744
H  -0.57474  1.65088  -0.30118
C  -1.02798  -1.38141  -1.49676
N  0.26344  1.24636  1.86931
H  0.76013  1.25839  -1.44181
H  -1.72223  -0.83031  -2.13758
H  -0.34095  -1.92793  -2.14397
H  0.17910  1.22363  2.87942
C  -0.23709  0.99230  -1.09684
C  0.22784  -0.86950  0.47397
H  -1.57423  -2.05943  -0.85218
H  1.90769  0.41526  0.85778
H  0.77952  2.08865  1.65305
H  1.38198  -0.53380  2.20569
N  -0.29619  -0.40232  -0.68424